[1]
The following is a quantum chemistry calculation of an isolated molecule of C3H4N2O2, from the Open Molecules 2025 dataset.

Cartesian coordinates (Å):
N (-1.78, -0.44, -0.26)
C (-0.50, 0.02, 0.07)
C (0.06, 1.23, 0.17)
O (1.43, 1.10, 0.23)
C (1.76, -0.24, 0.13)
O (2.88, -0.67, 0.07)
N (0.56, -0.89, 0.10)
H (-2.00, -0.26, -1.23)
H (-2.55, -0.20, 0.35)
H (-0.33, 2.23, 0.17)
H (0.47, -1.89, 0.20)

## Properties
SMILES = Nc1coc(=O)[nH]1
max |F| = 0.6 eV/Å
energy relative to the best compared isomer or geometry (same formula, charge and spin) = 30.7 kcal/mol

Calculated atomic charges, method Löwdin, unit e:
1 N 0.093
2 C -0.344
3 C -0.038
4 O 0.078
5 C -0.525
6 O 0.099
7 N 0.175
8 H 0.090
9 H 0.083
10 H 0.126
11 H 0.164



[2]
The following is a quantum chemistry calculation of an isolated molecule of C3H4N2O2 in a non-equilibrium geometry, from the Open Molecules 2025 dataset.

Cartesian coordinates (Å):
O (-0.86, 0.56, 2.14)
C (0.01, -0.01, 1.00)
N (-0.78, -0.88, 0.17)
C (-0.32, -0.70, -0.99)
C (0.62, 0.41, -1.12)
N (0.83, 0.83, 0.32)
O (1.31, -0.26, 1.15)
H (-1.74, 0.06, 2.23)
H (-0.71, -1.30, -1.73)
H (1.50, 0.06, -1.69)
H (0.13, 1.23, -1.48)

## Properties
SMILES = O[C@@]12N=CCN1O2
max |F| = 6.9 eV/Å
energy relative to the best compared isomer or geometry (same formula, charge and spin) = 120.7 kcal/mol

Calculated atomic charges, method Löwdin, unit e:
1 O -0.022
2 C -0.621
3 N 0.174
4 C -0.117
5 C -0.075
6 N 0.087
7 O 0.120
8 H 0.118
9 H 0.097
10 H 0.142
11 H 0.096



[3]
The following is a quantum chemistry calculation of an isolated molecule of C3H4N2O2 in a non-equilibrium geometry, from the Open Molecules 2025 dataset.

Cartesian coordinates (Å):
H (-0.96, -2.34, -0.27)
N (-0.73, -1.36, -0.15)
C (0.51, -1.12, -0.13)
C (0.85, 0.32, 0.02)
O (2.17, 0.56, 0.09)
N (-0.01, 1.24, 0.07)
C (-1.39, 0.97, 0.08)
O (-2.20, 1.32, -0.73)
H (1.31, -1.84, -0.19)
H (2.26, 1.52, 0.18)
H (-1.82, 0.73, 1.05)

## Properties
SMILES = [H]/N=C/C(O)=N\C=O
max |F| = 1.9 eV/Å
energy relative to the best compared isomer or geometry (same formula, charge and spin) = 54.9 kcal/mol

Calculated atomic charges, method Löwdin, unit e:
1 H 0.080
2 N 0.155
3 C -0.101
4 C -0.405
5 O 0.091
6 N 0.176
7 C -0.403
8 O 0.037
9 H 0.123
10 H 0.129
11 H 0.118



[4]
The following is a quantum chemistry calculation of a 2-piece molecular cluster, C3H4N2O2 overall in a non-equilibrium geometry, from the Open Molecules 2025 dataset.

Cartesian coordinates (Å):
C (-1.28, 1.58, -0.30)
C (0.15, 1.76, 0.13)
C (-0.67, -0.10, 0.93)
N (-1.75, 0.51, 0.19)
N (0.47, 0.80, 0.90)
O (-0.76, -1.22, 1.33)
O (1.44, -2.55, -1.06)
H (-1.80, 2.25, -1.01)
H (0.99, 2.55, 0.05)
H (1.32, -2.14, -0.13)
H (1.88, -3.44, -1.03)

## Properties
spin multiplicity = 3
max |F| = 5.7 eV/Å
energy relative to the best compared isomer or geometry (same formula, charge and spin) = 4.2 kcal/mol

Calculated atomic charges, method Löwdin, unit e:
1 C -0.140
2 C -0.134
3 C -0.485
4 N 0.161
5 N 0.150
6 O 0.202
7 O -0.126
8 H 0.116
9 H 0.142
10 H 0.064
11 H 0.049



[5]
The following is a quantum chemistry calculation of a 2-piece molecular cluster, C3H4N2O2S overall in a non-equilibrium geometry, from the Open Molecules 2025 dataset.

Cartesian coordinates (Å):
C (0.41, 1.32, -0.44)
C (1.76, -0.58, 0.20)
C (-0.78, 0.99, -1.06)
N (1.42, 0.55, -0.04)
N (0.05, -1.27, 1.25)
O (2.50, -1.47, 0.29)
O (-2.39, -1.11, 0.57)
S (-1.21, -0.43, 1.00)
H (0.78, 2.35, -0.28)
H (-1.42, 1.80, -1.31)
H (-1.10, 0.07, -1.49)
H (-0.02, -2.23, 1.31)

## Properties
max |F| = 3.6 eV/Å
energy relative to the best compared isomer or geometry (same formula, charge and spin) = 86.8 kcal/mol

Calculated atomic charges, method Löwdin, unit e:
1 C -0.251
2 C -0.420
3 C -0.062
4 N 0.101
5 N -0.230
6 O 0.170
7 O -0.458
8 S 0.900
9 H 0.130
10 H 0.056
11 H 0.053
12 H 0.011



[6]
The following is a quantum chemistry calculation of an isolated molecule of C3H4N2O2S in a non-equilibrium geometry, from the Open Molecules 2025 dataset.

Cartesian coordinates (Å):
C (1.03, 0.46, -1.85)
O (0.83, 1.02, -0.54)
C (0.14, 0.17, 0.33)
S (-0.83, -1.66, 0.31)
N (-2.01, -1.52, -0.52)
C (-0.97, -0.64, 2.12)
O (-1.13, -0.76, 3.32)
N (-0.20, 0.50, 1.52)
H (1.89, -0.14, -1.84)
H (1.10, 1.29, -2.62)
H (0.22, -0.15, -2.13)
H (-0.05, 1.44, 1.89)

## Properties
SMILES = COC1=S(#N)C(=O)N1
max |F| = 3.7 eV/Å
energy relative to the best compared isomer or geometry (same formula, charge and spin) = 141.5 kcal/mol

Calculated atomic charges, method Löwdin, unit e:
1 C -0.049
2 O -0.070
3 C -0.308
4 S 0.789
5 N -0.506
6 C -0.405
7 O 0.053
8 N 0.072
9 H 0.075
10 H 0.120
11 H 0.062
12 H 0.168



[7]
The following is a quantum chemistry calculation of an isolated molecule of C3H4N2O2S in a non-equilibrium geometry, from the Open Molecules 2025 dataset.

Cartesian coordinates (Å):
O (-0.52, -2.40, 1.11)
N (-0.46, -1.16, 0.43)
C (0.73, -0.70, 0.23)
C (0.85, 0.50, -0.57)
C (0.42, 1.87, -0.13)
S (0.74, 3.18, 0.71)
N (-0.32, 1.18, -1.00)
O (-1.59, 0.69, -1.04)
H (-1.48, -2.50, 1.14)
H (1.71, -1.27, 0.58)
H (1.80, 0.37, -1.22)
H (-1.88, 0.23, -0.25)

## Properties
SMILES = O/N=C/[C@@H]1C(=S)N1O
max |F| = 3.5 eV/Å
energy relative to the best compared isomer or geometry (same formula, charge and spin) = 154.1 kcal/mol

Calculated atomic charges, method Löwdin, unit e:
1 O -0.046
2 N -0.018
3 C -0.101
4 C -0.250
5 C -0.773
6 S 0.719
7 N -0.073
8 O 0.020
9 H 0.099
10 H 0.172
11 H 0.166
12 H 0.087



[8]
The following is a quantum chemistry calculation of C3H4N2O2S as an isolated structure in a non-equilibrium geometry, from the Open Molecules 2025 dataset.

Cartesian coordinates (Å):
C (-0.13, 0.69, 0.11)
C (0.51, 0.70, 1.29)
C (1.14, -1.16, 0.33)
H (-1.43, 1.29, -1.35)
H (-1.90, 2.11, 0.17)
H (0.03, 1.17, 2.23)
H (-0.37, -2.13, -1.56)
N (-1.01, 1.74, -0.44)
N (0.39, -0.42, -0.62)
O (1.24, -0.44, 1.49)
O (-0.10, -0.89, -1.77)
S (1.62, -2.65, 0.13)

## Properties
max |F| = 4.9 eV/Å
energy relative to the best compared isomer or geometry (same formula, charge and spin) = 119.2 kcal/mol

Calculated atomic charges, method Löwdin, unit e:
1 C -0.273
2 C -0.097
3 C -0.867
4 H 0.112
5 H 0.157
6 H 0.160
7 H 0.264
8 N 0.050
9 N -0.163
10 O -0.014
11 O -0.071
12 S 0.742



[9]
The following is a quantum chemistry calculation of a 2-piece molecular cluster, C3H4N2O3 overall in a non-equilibrium geometry, from the Open Molecules 2025 dataset.

Cartesian coordinates (Å):
C (0.12, 0.55, -0.86)
C (0.37, -1.15, 0.38)
C (-0.78, -0.52, 0.90)
H (-0.15, 2.77, -1.08)
H (1.06, 1.84, -2.32)
H (1.71, -2.26, 0.05)
H (-2.22, 0.09, 2.50)
N (0.53, 1.75, -1.39)
N (0.86, -0.52, -0.70)
O (1.16, -2.26, 0.84)
O (-1.72, -0.91, 1.76)
O (-0.94, 0.63, -0.05)

## Properties
max |F| = 5.7 eV/Å
energy relative to the best compared isomer or geometry (same formula, charge and spin) = 108.3 kcal/mol

Calculated atomic charges, method Löwdin, unit e:
1 C -0.519
2 C -0.281
3 C -0.275
4 H 0.239
5 H 0.124
6 H 0.081
7 H 0.314
8 N 0.082
9 N 0.146
10 O 0.043
11 O -0.025
12 O 0.070



[10]
The following is a quantum chemistry calculation of a 2-piece molecular cluster, C3H4N2O3 overall in a non-equilibrium geometry, from the Open Molecules 2025 dataset.

Cartesian coordinates (Å):
C (-0.52, -0.25, 0.76)
C (0.87, 0.33, 1.20)
C (0.92, 0.26, -1.06)
H (-0.44, -1.41, -2.67)
H (-2.45, -0.42, 1.03)
H (0.39, 1.27, 1.84)
H (1.28, -0.45, 1.67)
N (-0.27, -0.25, -0.70)
N (-1.54, -0.33, 1.43)
O (-1.29, 0.11, -1.51)
O (1.63, 0.75, 0.07)
O (1.43, 0.39, -2.07)

## Properties
max |F| = 6.3 eV/Å
energy relative to the best compared isomer or geometry (same formula, charge and spin) = 203.5 kcal/mol

Calculated atomic charges, method Löwdin, unit e:
1 C -0.309
2 C -0.083
3 C -0.570
4 H 0.339
5 H 0.072
6 H 0.196
7 H 0.075
8 N -0.145
9 N 0.187
10 O 0.000
11 O 0.037
12 O 0.202